Entry 1:
Computed, not measured: a cluster of 9 separate species, C30H81N3O15 in total, with wB97M-V/def2-TZVPD.

Element x y z (Å)
C -7.10200 5.86000 23.53200
O -5.70200 5.45900 23.91900
C -4.74300 6.43000 23.57400
C -3.32100 6.28400 24.26700
N -2.47800 7.19200 23.70400
C -1.15100 7.05700 24.21400
C -0.36900 8.28000 23.92500
O -0.92300 9.37000 23.93200
C -0.08200 10.54000 23.78900
H -7.51700 4.98500 23.88900
H -7.34200 6.11700 22.50100
H -7.44300 6.64800 24.21800
H -5.22100 7.38700 23.76200
H -4.60300 6.47800 22.42800
H -2.82400 5.28400 24.19700
H -3.35300 6.50900 25.34800
H -2.81300 8.14700 23.75800
H -0.78200 6.15300 23.74600
H -1.11600 6.89800 25.32600
H -0.09900 8.14900 22.95800
H 0.45500 8.38900 24.62600
H 0.72600 10.54800 22.98500
H 0.37700 10.83700 24.71000
H -0.65000 11.41500 23.38800
C -5.85300 4.34200 20.75100
O -5.82100 3.33100 19.73700
C -4.46300 3.11700 19.22900
C -4.45300 2.14300 18.09700
N -3.09900 1.69100 17.91000
C -3.00200 0.65700 16.86500
C -1.63200 0.06100 16.53900
O -1.39200 -0.62200 15.54600
C -1.44100 0.01600 14.28400
H -5.19100 5.12900 20.38900
H -5.52700 4.00400 21.72000
H -6.83700 4.92500 20.75600
H -3.82600 2.66200 20.00400
H -4.02500 4.06400 18.92400
H -4.99300 2.55700 17.25400
H -5.10700 1.39300 18.44400
H -2.92900 1.17100 18.77600
H -3.54100 0.99000 16.02100
H -3.66200 -0.22100 17.07800
H -1.23300 -0.61600 17.21600
H -0.87000 0.86100 16.47800
H -0.73100 0.83300 14.19000
H -2.43600 0.42300 14.06200
H -1.34100 -0.72300 13.42000
C 1.07800 4.04400 22.06700
O 0.87800 2.67700 22.00600
C 2.07800 2.09900 21.82900
C 1.83000 0.52400 21.88000
N 3.05400 -0.19700 21.97600
C 2.73400 -1.42800 22.62600
C 4.02900 -2.11000 22.88100
O 3.91500 -3.24500 23.38100
C 3.74700 -3.41300 24.84300
H 1.74900 4.60300 21.34500
H 1.27400 4.31600 23.08600
H 0.13500 4.52100 22.09700
H 2.82600 2.46700 22.67500
H 2.49300 2.25800 20.79900
H 1.32300 0.16200 20.99500
H 1.16800 0.30200 22.70100
H 3.71000 0.26400 22.55800
H 2.18100 -1.92300 21.84800
H 2.11000 -1.37500 23.56600
H 4.64300 -1.44000 23.52400
H 4.50400 -2.21300 21.97700
H 4.64500 -3.17400 25.42000
H 3.35000 -4.46400 25.03900
H 2.95100 -2.90500 25.18100
O -2.01000 0.48800 24.74400
C -2.98800 0.13500 25.69800
C -3.54500 -1.16200 25.30100
O -4.77100 -1.22800 25.86300
H -2.57200 0.61100 23.92700
H -2.33400 0.21000 26.57900
H -3.73000 0.86500 25.70200
H -2.98200 -2.05900 25.51500
H -3.79400 -1.15700 24.25300
H -5.29600 -1.57600 25.18000
O -1.38300 4.25500 19.43800
C -1.28700 5.63100 19.48800
C -2.03300 6.10800 20.62700
O -2.19100 7.47800 20.94600
H -1.21000 3.99700 18.49300
H -0.32900 6.04900 19.40700
H -1.69300 5.92700 18.44800
H -1.80800 5.50000 21.49400
H -3.06800 5.80500 20.52500
H -2.28900 7.57700 21.89600
O -0.47500 -1.77400 21.66400
C -1.72800 -1.11700 21.43100
C -1.65200 -0.09200 20.49100
O -2.87700 0.51600 20.45000
H -0.35800 -2.24300 20.85300
H -2.55100 -1.80600 21.16900
H -2.01700 -0.53100 22.29300
H -1.48700 -0.54700 19.49000
H -0.80900 0.59200 20.62200
H -3.14300 0.80900 21.27800
C 0.26500 3.08600 25.71700
C 1.06200 4.25700 25.85900
O 2.37200 4.00900 26.37400
H 0.55200 2.33900 26.44600
H 0.47400 2.58700 24.75400
H -0.81600 3.23600 26.02700
H 0.62900 5.06900 26.56100
H 1.02100 4.78700 24.91700
H 2.92700 4.58200 25.83200
C -6.58200 1.92300 25.01600
C -7.07200 0.78100 24.31200
O -6.29700 0.50700 23.25300
H -5.47000 1.95000 25.20900
H -6.92000 2.04000 26.04400
H -6.85800 2.88200 24.60100
H -7.99700 1.17000 23.95100
H -7.17000 -0.11500 24.88900
H -6.87900 0.01900 22.65800
C -2.16200 2.79600 22.46600
C -3.39400 2.62700 23.26800
O -3.73700 1.32200 22.82200
H -1.68200 3.73200 22.83800
H -2.27700 2.86300 21.39800
H -1.40100 2.05600 22.75100
H -4.17200 3.39400 22.98100
H -3.26200 2.63400 24.40300
H -4.64200 1.15000 23.10700

Cartesian forces (eV/Å) of the 3 atoms listed first:
2.4102 0.6081 1.6790
-0.9749 0.6625 -0.9560
0.6372 -0.1743 -1.5020

## Properties
**HOMO**: -8.630 eV
**Frontier orbital gap**: 0.32851 Ha
**SMILES**: COCCNCCOC.COCCNCCOC.COCCNCCOC.OCCO.OCCO.OCCO.CCO.CCO.CCO



Entry 2:
Computed, not measured: a cluster of 8 separate species, C30H81N5O13 in total, with wB97M-V/def2-TZVPD.

Element x y z (Å)
C -16.89974 -21.05604 -12.84326
O -16.68544 -19.75132 -13.38612
C -17.27904 -18.70832 -12.66771
C -16.41851 -17.44505 -12.87989
N -17.02352 -16.29299 -12.13777
C -16.09908 -15.13742 -11.99780
C -15.87454 -14.35380 -13.34403
O -15.15418 -13.13205 -13.00223
C -15.09076 -12.07256 -13.97753
H -17.93693 -21.22109 -12.55153
H -16.35116 -21.20789 -11.91369
H -16.59419 -21.73519 -13.63919
H -17.27265 -18.88788 -11.59262
H -18.31230 -18.51507 -12.95602
H -16.29996 -17.21766 -13.93930
H -15.42445 -17.64859 -12.48174
H -17.45825 -16.57045 -11.26937
H -15.16752 -15.62797 -11.71558
H -16.52791 -14.40363 -11.31532
H -16.86365 -14.06878 -13.70252
H -15.34642 -14.95940 -14.08053
H -14.44140 -12.30899 -14.82046
H -14.74102 -11.17630 -13.46516
H -16.07578 -11.82153 -14.37099
C -20.18959 -13.77144 -10.81749
O -20.35655 -13.85547 -12.23617
C -20.95866 -12.70727 -12.76321
C -20.87384 -12.62535 -14.25652
N -19.46219 -12.54223 -14.53641
C -19.24618 -12.26311 -15.96906
C -17.78757 -11.90068 -16.37577
O -17.75326 -11.83196 -17.84348
C -16.44846 -11.44300 -18.24424
H -19.43478 -14.48435 -10.48564
H -21.15769 -13.88947 -10.33072
H -19.84628 -12.76612 -10.57344
H -20.38217 -11.85385 -12.40623
H -21.98274 -12.64504 -12.39510
H -21.43098 -11.75770 -14.60989
H -21.33378 -13.56046 -14.57607
H -19.02844 -13.41974 -14.28751
H -19.94092 -11.48381 -16.28230
H -19.57569 -13.10711 -16.57503
H -17.12693 -12.65461 -15.94770
H -17.52965 -10.96866 -15.87285
H -15.73565 -12.14655 -17.81411
H -16.30038 -10.43118 -17.86691
H -16.30082 -11.43550 -19.32417
C -17.88316 -14.73717 -19.00114
O -17.79870 -14.19413 -20.31057
C -18.60369 -14.75090 -21.31990
C -20.01226 -14.02589 -21.35913
N -20.71281 -13.90442 -22.63408
C -21.24154 -15.20814 -23.11331
C -22.30987 -14.94140 -24.18289
O -23.42886 -14.39931 -23.55755
C -24.47429 -14.01150 -24.46005
H -18.84502 -14.59428 -18.50870
H -17.11799 -14.18912 -18.45135
H -17.65190 -15.80219 -18.98177
H -18.77944 -15.81511 -21.16289
H -18.07174 -14.69808 -22.26981
H -19.73251 -13.00753 -21.08935
H -20.63629 -14.40557 -20.55010
H -21.54658 -13.37260 -22.42892
H -21.74476 -15.74457 -22.30889
H -20.41287 -15.73668 -23.58455
H -22.55216 -15.81835 -24.78319
H -21.98249 -14.25053 -24.95983
H -24.83528 -14.84149 -25.06744
H -24.34264 -13.25194 -25.23065
H -25.26781 -13.65053 -23.80574
C -21.02354 -26.93579 -16.32123
O -20.88993 -25.50443 -16.45836
C -21.90528 -24.75311 -15.67546
C -21.76178 -23.28851 -15.88635
N -20.52090 -22.59405 -15.43628
C -20.22864 -21.26663 -16.03581
C -21.32509 -20.17949 -15.84301
O -20.80946 -18.99149 -16.45997
C -20.27973 -18.01106 -15.57335
H -22.04354 -27.27514 -16.50164
H -20.65383 -27.01068 -15.29860
H -20.25448 -27.48152 -16.86788
H -21.82330 -25.04260 -14.62780
H -22.86040 -25.05838 -16.10283
H -22.56730 -22.85434 -15.29411
H -21.86634 -23.13471 -16.96036
H -19.82380 -23.28188 -15.68337
H -19.96031 -21.34895 -17.08906
H -19.34448 -20.85849 -15.54613
H -21.43408 -20.16330 -14.75859
H -22.25355 -20.49815 -16.31685
H -20.86415 -17.70281 -14.70644
H -20.16294 -17.10676 -16.17059
H -19.34327 -18.45519 -15.23585
C -8.46477 -11.48384 -13.36575
O -8.97226 -12.16720 -14.46273
C -9.86909 -13.18765 -14.11348
C -10.58210 -13.83064 -15.37080
N -11.50190 -14.84124 -14.86993
C -12.52883 -15.10082 -15.82437
C -13.42238 -16.27318 -15.36427
O -12.91867 -17.49387 -15.72758
C -13.79914 -18.58682 -15.39989
H -7.91259 -12.05515 -12.61957
H -9.30383 -10.91321 -12.96769
H -7.75947 -10.71997 -13.69311
H -10.65437 -12.80606 -13.46093
H -9.45038 -13.92099 -13.42430
H -9.82769 -14.37460 -15.93921
H -10.98867 -13.03533 -15.99551
H -11.94314 -14.59538 -13.99532
H -12.08701 -15.15699 -16.81922
H -13.16903 -14.22300 -15.91215
H -14.41586 -16.21547 -15.80899
H -13.41410 -16.31875 -14.27525
H -13.36148 -19.58193 -15.47929
H -14.68407 -18.69040 -16.02782
H -14.15254 -18.48677 -14.37363
O -17.40842 -18.11419 -17.54414
H -17.48877 -18.65417 -18.33040
H -16.94072 -18.66825 -16.91925
O -19.11018 -15.34353 -13.91236
H -19.68743 -14.89183 -13.29675
H -18.46495 -15.78272 -13.35826
O -17.29964 -15.75685 -16.00618
H -17.95979 -15.71921 -15.31407
H -17.53805 -16.52602 -16.52365

Cartesian forces (eV/Å) of the 3 atoms listed first:
-0.1637 0.5704 -0.1818
-0.0962 -0.5287 0.0479
0.7162 1.1320 0.1301

## Properties
**HOMO**: -8.572 eV
**Frontier orbital gap**: 0.33315 Ha
**SMILES**: COCCNCCOC.COCCNCCOC.COCCNCCOC.COCCNCCOC.COCCNCCOC.O.O.O